Run 1
DFT (the ωB97M-V functional and the def2-TZVPD basis) results for one molecule with the formula C3H7NO3.

```
14
Properties=species:S:1:pos:R:3
C 0.1977 1.0602 1.0153
C -0.4900 0.4740 -0.1486
N -0.7792 -1.2341 -1.8292
C -0.2095 -0.7370 -0.6594
O 1.5391 0.3615 1.1952
O 1.5267 -0.7969 2.0212
O -1.4647 1.3028 -0.6647
H 2.1630 -0.5868 2.7204
H -1.6857 1.1191 -1.5851
H -0.3120 -2.0445 -2.2049
H -0.9494 -0.5349 -2.5407
H -0.3866 0.9488 1.9339
H 0.4647 2.1062 0.8479
H 0.3859 -1.4382 -0.1013
```

Kohn-Sham gap in eV: 8.32
Lowest unoccupied orbital energy in eV: 0.7
Net charge: 0

Just the natural (NBO) charges please, in e? Sure, here they are: atom 1 (C): -0.11, atom 2 (C): 0.17, atom 3 (N): -0.82, atom 4 (C): -0.08, atom 5 (O): -0.30, atom 6 (O): -0.46, atom 7 (O): -0.70, atom 8 (H): 0.46, atom 9 (H): 0.48, atom 10 (H): 0.38, atom 11 (H): 0.36, atom 12 (H): 0.20, atom 13 (H): 0.21, atom 14 (H): 0.22

Run 2
DFT (the ωB97M-V functional and the def2-TZVPD basis) results for one molecule with the formula C3H7NO3.

```
14
Properties=species:S:1:pos:R:3
O 1.8622 -1.4267 0.4606
C 1.0890 -0.5556 0.7623
O 1.1074 -0.0164 2.0036
C -0.1857 -0.3076 -0.0341
C 0.1319 0.4208 -1.3779
O -1.1147 0.5050 -2.0956
N -1.2968 0.3442 0.6297
H 1.9928 -0.0899 2.3717
H -0.4853 -1.3182 -0.3034
H 0.7189 -0.2164 -2.0463
H 0.6049 1.3977 -1.2380
H -1.8006 0.1428 -1.5108
H -1.5357 -0.1718 1.4689
H -1.0884 1.2922 0.9093
```

Kohn-Sham gap in eV: 10.48
Lowest unoccupied orbital energy in eV: 0.5
Net charge: 0

Just the natural (NBO) charges please, in e? Sure, here they are: atom 1 (O): -0.58, atom 2 (C): 0.76, atom 3 (O): -0.70, atom 4 (C): -0.19, atom 5 (C): -0.06, atom 6 (O): -0.73, atom 7 (N): -0.83, atom 8 (H): 0.50, atom 9 (H): 0.22, atom 10 (H): 0.20, atom 11 (H): 0.17, atom 12 (H): 0.48, atom 13 (H): 0.37, atom 14 (H): 0.37

Which structure is the most stable? The one labeled run 2.

Run 1
DFT (the ωB97M-V functional and the def2-TZVPD basis) results for a 2-piece molecular cluster, C2H8N2S overall.

```
13
Properties=species:S:1:pos:R:3
C -2.8331 -1.5022 1.3700
S -1.3302 -0.9817 0.6817
H -2.8188 -2.6142 1.4925
H -2.7595 -1.1465 2.3864
H -3.7920 -1.2627 0.8335
N 1.0164 1.2604 -1.6689
C 2.1135 0.8851 -1.1221
N 2.0814 0.7765 0.2050
H 0.0395 1.3209 -1.3034
H 1.0488 1.4061 -2.6609
H 3.0781 0.8044 -1.6916
H 2.9541 0.5729 0.7932
H 1.2018 0.4810 0.6847
```

Kohn-Sham gap in eV: 4.87
Lowest unoccupied orbital energy in eV: -0.6
Net charge: 0

Just the natural (NBO) charges please, in e? Sure, here they are: atom 1 (C): -0.76, atom 2 (S): -0.75, atom 3 (H): 0.18, atom 4 (H): 0.20, atom 5 (H): 0.19, atom 6 (N): -0.70, atom 7 (C): 0.39, atom 8 (N): -0.75, atom 9 (H): 0.47, atom 10 (H): 0.41, atom 11 (H): 0.23, atom 12 (H): 0.43, atom 13 (H): 0.47

Run 2
DFT (the ωB97M-V functional and the def2-TZVPD basis) results for a 2-piece molecular cluster, C2H8N2S overall.

```
13
Properties=species:S:1:pos:R:3
C 2.5118 -1.1228 1.3229
S 0.8934 -1.2126 2.1635
H 2.7429 -1.8126 0.4995
H 3.1752 -1.5296 2.1478
H 2.7040 -0.1734 0.8424
N -2.6291 0.4570 -1.9880
C -1.9376 1.2845 -1.2911
N -0.8828 0.7055 -0.7020
H 0.1636 -0.8436 1.1450
H -3.4260 1.0376 -2.2931
H -2.2022 2.3338 -0.9884
H -0.6283 1.0084 0.2578
H -0.4849 -0.1322 -1.1163
```

Kohn-Sham gap in eV: 9.99
Lowest unoccupied orbital energy in eV: 0.8
Net charge: 0

Just the natural (NBO) charges please, in e? Sure, here they are: atom 1 (C): -0.75, atom 2 (S): -0.02, atom 3 (H): 0.22, atom 4 (H): 0.23, atom 5 (H): 0.22, atom 6 (N): -0.69, atom 7 (C): 0.26, atom 8 (N): -0.85, atom 9 (H): 0.10, atom 10 (H): 0.32, atom 11 (H): 0.16, atom 12 (H): 0.39, atom 13 (H): 0.41

Run 3
DFT (the ωB97M-V functional and the def2-TZVPD basis) results for a 2-piece molecular cluster, C2H8N2S overall.

```
13
Properties=species:S:1:pos:R:3
C 0.1362 2.8898 0.7130
S -1.1846 1.6173 0.9278
H -0.1546 3.7598 1.2861
H 1.0879 2.4835 1.0415
H 0.1402 3.1687 -0.3351
N 0.0049 -2.6971 -1.2748
C -0.4367 -1.8120 -0.3191
N 0.2346 -0.8599 0.2090
H 0.7639 -2.3581 -1.8319
H 0.0764 -3.6505 -0.9500
H -1.4559 -2.0028 0.0118
H -0.3808 0.2874 0.7309
H 1.1682 -0.8262 -0.2092
```

Kohn-Sham gap in eV: 7.95
Lowest unoccupied orbital energy in eV: 0.6
Net charge: 0

Just the natural (NBO) charges please, in e? Sure, here they are: atom 1 (C): -0.71, atom 2 (S): -0.33, atom 3 (H): 0.21, atom 4 (H): 0.20, atom 5 (H): 0.20, atom 6 (N): -0.83, atom 7 (C): 0.34, atom 8 (N): -0.65, atom 9 (H): 0.38, atom 10 (H): 0.40, atom 11 (H): 0.18, atom 12 (H): 0.26, atom 13 (H): 0.35

Which structure is the most stable? The one labeled run 2.